<one>
{"formula": "C7H14O", "method": "the ωB97M-V functional and the def2-TZVPD basis", "spin_multiplicity": 2, "homo_energy_ev": [-13.439, -13.439], "orbital_gap_ev": [9.15, 5.47], "total_charge": 1, "elements": ["C", "H", "H", "C", "H", "C", "H", "H", "H", "H", "C", "H", "O", "C", "H", "C", "H", "C", "H", "H", "H", "H"], "positions_angstrom": [[-1.84, 0.78, 1.57], [-1.85, 2.53, 0.24], [-2.65, 2.79, 1.77], [1.19, 0.54, 1.09], [-1.10, 1.04, 2.32], [-2.07, -0.57, -0.53], [-2.62, 0.18, 2.03], [0.64, -0.40, 2.87], [-3.37, 1.84, 0.38], [4.64, -1.74, -4.57], [-2.50, 2.05, 0.99], [0.58, -0.77, -0.49], [4.23, -2.51, -4.99], [0.18, -0.15, 0.31], [2.13, 0.71, 2.98], [1.33, 0.29, 2.40], [3.57, -2.80, -4.33], [-1.20, -0.03, 0.51], [1.82, 1.24, 0.54], [-1.56, -1.29, -1.17], [-3.00, -0.91, -0.12], [-2.41, 0.25, -1.18]], "mulliken_spin": [0.03, 0.00, 0.00, 0.01, 0.00, 0.03, 0.01, 0.01, 0.00, 0.00, 0.04, 0.01, 0.00, 0.36, 0.01, 0.20, 0.00, 0.22, 0.02, 0.00, 0.02, 0.04]}



<two>
{"formula": "C7H14O", "method": "the ωB97M-V functional and the def2-TZVPD basis", "spin_multiplicity": 2, "homo_energy_ev": [-13.664, -13.729], "orbital_gap_ev": [8.61, 8.20], "total_charge": 1, "elements": ["H", "H", "H", "C", "H", "H", "C", "C", "H", "H", "C", "O", "H", "H", "H", "H", "C", "H", "H", "H", "C", "C"], "positions_angstrom": [[-1.39, 0.86, 1.33], [0.18, -3.29, -1.94], [3.00, 0.56, 0.59], [-0.79, 0.40, -0.58], [-2.44, -0.39, 0.54], [2.53, 1.56, 2.06], [1.03, 1.63, 0.58], [-0.62, -1.15, 1.41], [0.88, 1.24, -1.52], [2.21, 2.02, 0.17], [-1.27, -0.20, -1.85], [0.39, -2.42, -1.54], [-1.09, 0.41, -2.73], [-0.77, -1.18, -1.99], [-0.99, -1.31, 2.42], [0.50, 2.24, 1.32], [0.31, 1.17, -0.60], [0.43, -0.85, 1.54], [-2.33, -0.41, -1.82], [-0.60, -2.04, 0.79], [-1.43, -0.05, 0.72], [2.26, 1.19, 1.08]], "mulliken_spin": [0.00, -0.02, 0.00, -0.01, 0.00, 0.00, 0.00, 0.00, 0.00, 0.00, 0.06, 0.96, 0.00, -0.01, 0.00, 0.00, 0.02, 0.00, 0.00, 0.00, 0.00, 0.00]}



The most stable arrangement is <one>, and the next structure is 2.764 eV less stable.



<one>
{"formula": "C7H13N3O", "method": "the ωB97M-V functional and the def2-TZVPD basis", "smiles": "[H]/N=C(\\N)C=C.O=C1CCNC1", "spin_multiplicity": 1, "homo_energy_ev": -8.460, "orbital_gap_ev": 9.24, "total_charge": 0, "elements": ["H", "C", "H", "H", "C", "H", "H", "N", "H", "O", "H", "H", "C", "H", "C", "C", "C", "N", "H", "H", "H", "N", "C", "H"], "positions_angstrom": [[-0.31, -0.94, 0.06], [0.70, -1.01, 0.28], [-1.27, 2.45, -1.84], [-0.40, -0.89, -2.49], [1.36, 0.36, 0.31], [0.17, -1.26, 2.38], [1.20, -1.63, -0.49], [-1.14, 1.43, -1.90], [1.72, 1.11, 2.30], [1.23, 1.24, -0.50], [1.06, -2.66, 1.73], [-1.01, -2.48, -1.69], [-1.04, -1.40, -1.77], [-3.27, 0.83, 0.47], [2.21, 0.42, 1.59], [-1.83, -0.67, -0.98], [0.98, -1.56, 1.68], [-2.75, 1.38, -0.17], [-2.47, -1.15, -0.24], [-2.85, 2.39, -0.16], [3.01, -1.43, 1.72], [2.23, -0.93, 2.14], [-1.88, 0.82, -1.05], [3.21, 0.81, 1.38]], "mulliken_charge": [-0.75, 0.73, 0.19, 0.40, 0.66, 0.31, 0.24, -0.58, 0.24, -0.55, 0.34, 0.32, -0.80, 0.17, -0.66, -0.13, -0.88, -0.43, 0.27, 0.19, 0.31, -0.43, 0.49, 0.35]}



<two>
{"formula": "C7H13N3O", "method": "the ωB97M-V functional and the def2-TZVPD basis", "smiles": "Cc1c[nH]cn1.CCC(N)=O", "spin_multiplicity": 1, "homo_energy_ev": -8.700, "orbital_gap_ev": 9.41, "total_charge": 0, "elements": ["H", "H", "N", "C", "H", "H", "H", "C", "H", "C", "C", "H", "N", "N", "O", "C", "C", "H", "H", "C", "H", "H", "H", "H"], "positions_angstrom": [[-1.30, -2.98, -0.14], [0.43, -1.36, -1.07], [-0.68, 1.52, -1.38], [0.44, -2.42, 0.80], [-0.33, 4.74, -0.44], [2.64, -0.99, 0.51], [1.06, 3.85, -1.11], [-1.24, 0.59, -0.68], [1.04, -2.98, -1.15], [-0.52, 2.60, -0.53], [-0.02, 3.91, -1.07], [-1.47, -0.41, -0.98], [-0.91, -2.74, 0.76], [-1.39, 0.95, 0.63], [1.05, -2.42, 1.84], [1.05, -2.07, -0.54], [-1.01, 2.28, 0.70], [-1.23, -3.35, 1.50], [3.09, -2.50, -0.20], [2.50, -1.60, -0.38], [-0.93, 2.77, 1.65], [2.95, -1.15, -1.26], [-2.15, 0.56, 1.17], [-0.40, 4.01, -2.08]], "mulliken_charge": [0.23, 0.13, -0.61, 0.52, 0.30, 0.31, 0.24, -0.33, 0.38, 0.58, -1.04, 0.56, -0.41, -0.06, -0.61, -0.22, -0.56, 0.26, 0.33, -1.29, 0.36, 0.36, 0.26, 0.31]}



The most stable arrangement is <two>, and the next structure is 2.540 eV less stable.



<one>
{"formula": "S2", "method": "the ωB97M-V functional and the def2-TZVPD basis", "spin_multiplicity": 1, "homo_energy_ev": -9.643, "orbital_gap_ev": 5.53, "total_charge": 0, "elements": ["S", "S"], "positions_angstrom": [[-0.51, -0.43, -1.07], [0.51, 0.43, 1.07]], "mulliken_charge": [0.00, 0.00]}



<two>
{"formula": "S2", "method": "the ωB97M-V functional and the def2-TZVPD basis", "spin_multiplicity": 1, "homo_energy_ev": -9.828, "orbital_gap_ev": 4.93, "total_charge": 0, "elements": ["S", "S"], "positions_angstrom": [[-0.42, -1.02, 1.07], [0.42, 1.02, -1.07]], "mulliken_charge": [0.00, 0.00]}



The most stable arrangement is <one>, and the next structure is 2.808 eV less stable.



<one>
{"formula": "C4H10N4O2", "method": "the ωB97M-V functional and the def2-TZVPD basis", "smiles": "CN(CCN(C)N=O)N=O", "spin_multiplicity": 1, "homo_energy_ev": -9.566, "orbital_gap_ev": 10.35, "total_charge": 0, "elements": ["C", "N", "C", "H", "N", "H", "C", "H", "C", "O", "H", "H", "H", "N", "N", "H", "H", "H", "O", "H"], "positions_angstrom": [[0.64, 1.96, 0.04], [2.13, 0.24, 0.65], [-1.11, -0.72, 1.46], [0.93, 2.59, -0.79], [-1.20, -0.79, 0.03], [-2.11, -0.98, 1.89], [-0.16, -1.34, -0.81], [-0.62, -1.77, -1.69], [0.83, -0.25, -1.31], [2.48, -0.95, 0.53], [1.22, 2.30, 0.90], [0.28, 0.38, -2.03], [0.42, -2.11, -0.29], [-2.05, -0.01, -0.62], [1.23, 0.65, -0.24], [-0.46, 1.91, 0.30], [-1.06, 0.31, 1.77], [1.70, -0.74, -1.72], [-2.78, 0.68, 0.12], [-0.31, -1.36, 1.80]], "mulliken_charge": [-0.83, -0.23, -0.79, 0.36, 0.60, 0.31, -0.67, 0.33, -0.80, -0.47, 0.33, 0.44, 0.41, -0.32, 0.60, 0.26, 0.28, 0.37, -0.48, 0.31]}



<two>
{"formula": "C4H10N4O2", "method": "the ωB97M-V functional and the def2-TZVPD basis", "smiles": "[H]/N=C\\C(N)=N\\[H].NCC(=O)O", "spin_multiplicity": 1, "homo_energy_ev": -8.610, "orbital_gap_ev": 8.05, "total_charge": 0, "elements": ["H", "H", "N", "H", "H", "H", "H", "N", "N", "H", "O", "C", "N", "C", "C", "H", "O", "H", "C", "H"], "positions_angstrom": [[1.56, 1.06, 0.78], [-2.57, -1.11, -1.05], [-0.13, 2.09, -1.32], [1.61, -0.89, -2.26], [-1.04, -1.59, -0.04], [2.64, -0.32, 0.91], [-0.06, -0.12, 2.04], [-1.62, 1.24, 0.90], [-1.99, -0.82, -0.27], [-0.65, 0.35, -2.22], [0.33, -1.67, -0.47], [-0.49, 0.89, -1.28], [0.90, -0.45, 2.04], [1.59, -0.02, 0.85], [1.06, -0.62, -0.45], [-2.12, 0.90, 1.72], [1.92, -0.42, -1.47], [-0.15, 2.53, -0.40], [-1.64, 0.43, -0.07], [0.86, -1.46, 2.07]], "mulliken_charge": [0.32, 0.24, -0.60, 0.42, 0.41, 0.40, 0.25, -0.67, -0.59, 0.41, -0.67, -0.13, -0.60, -0.66, 0.64, 0.30, -0.41, 0.32, 0.31, 0.30]}



The most stable arrangement is <two>, and the next structure is 1.258 eV less stable.



<one>
{"formula": "H18NO12", "method": "the ωB97M-V functional and the def2-TZVPD basis", "spin_multiplicity": 1, "homo_energy_ev": -7.416, "orbital_gap_ev": 10.31, "total_charge": -1, "elements": ["H", "O", "O", "O", "O", "H", "H", "H", "H", "H", "O", "O", "O", "H", "H", "O", "H", "H", "H", "H", "H", "O", "H", "N", "H", "H", "H", "O", "O", "O", "H"], "positions_angstrom": [[-0.41, 0.93, -2.80], [0.37, -2.93, 1.20], [3.12, 0.14, 0.31], [-2.28, 0.00, 3.10], [-0.36, -0.22, -1.03], [1.37, -0.90, 2.78], [0.14, 2.91, -0.79], [-0.05, 2.73, 0.69], [2.43, -0.51, 0.45], [-0.69, -3.54, -1.02], [0.30, -0.06, 0.98], [-1.28, 1.09, 0.31], [2.37, -0.95, -2.31], [-3.01, 2.22, -0.77], [3.02, -0.58, -1.66], [0.54, 3.13, 0.06], [-3.31, 1.24, -1.90], [2.79, 0.96, 0.71], [-0.23, -3.10, 1.93], [-1.01, -2.18, -1.50], [-1.89, 0.37, 2.29], [1.48, -0.34, 3.57], [0.42, -1.96, 1.06], [-0.46, 0.24, 0.11], [1.66, -0.31, -2.33], [0.77, 1.46, -3.62], [-1.66, -0.67, 3.38], [-1.42, -3.06, -1.43], [-0.19, 1.39, -3.63], [-3.70, 1.98, -1.42], [1.17, 0.51, 3.29]], "mulliken_charge": [0.28, -0.66, -0.67, -0.67, -0.55, 0.34, 0.32, 0.33, 0.37, 0.32, -0.36, -0.70, -0.67, 0.34, 0.34, -0.65, 0.31, 0.31, 0.31, 0.32, 0.35, -0.65, 0.33, 0.77, 0.26, 0.32, 0.30, -0.67, -0.68, -0.64, 0.32]}



<two>
{"formula": "H18NO12", "method": "the ωB97M-V functional and the def2-TZVPD basis", "spin_multiplicity": 1, "homo_energy_ev": -7.211, "orbital_gap_ev": 9.75, "total_charge": -1, "elements": ["H", "O", "H", "H", "H", "H", "H", "O", "H", "O", "H", "H", "N", "H", "H", "O", "H", "H", "H", "H", "O", "O", "H", "H", "O", "O", "O", "H", "O", "O", "O"], "positions_angstrom": [[-3.44, 1.07, -0.15], [-0.65, -0.86, 0.75], [1.02, -1.58, 1.41], [-1.05, 2.81, -0.18], [-2.52, -0.14, -1.94], [-2.31, -1.75, 0.80], [4.63, -0.08, 1.47], [3.75, -0.18, 1.16], [1.68, -0.61, -2.58], [-2.95, -2.45, 0.95], [3.35, 2.05, -0.12], [-1.60, 0.75, -1.23], [-0.49, 0.35, 0.96], [0.63, -3.30, -1.15], [3.31, 0.64, 1.22], [-0.54, 3.44, -0.72], [1.21, -0.30, -1.08], [2.41, -1.23, 1.49], [2.08, 1.75, 0.60], [-4.92, 1.00, -0.45], [0.67, 0.71, 0.83], [1.82, -1.99, 1.62], [-0.15, -2.28, -0.40], [0.11, 3.91, -0.23], [-1.87, 0.51, -2.10], [-0.24, -3.13, -0.81], [2.87, 2.23, 0.69], [-2.36, -3.20, 1.02], [-1.33, 1.16, 0.51], [1.07, -0.84, -1.84], [-4.19, 1.56, -0.49]], "mulliken_charge": [0.32, -0.65, 0.32, 0.39, 0.33, 0.43, 0.24, -0.65, 0.24, -0.70, 0.33, 0.28, 0.75, 0.32, 0.40, -0.65, 0.32, 0.46, 0.57, 0.27, -0.75, -0.70, 0.38, 0.28, -0.59, -0.62, -0.75, 0.29, -0.69, -0.53, -0.61]}



The most stable arrangement is <one>, and the next structure is 2.008 eV less stable.



<one>
{"formula": "H6MgO11S2", "method": "the ωB97M-V functional and the def2-TZVPD basis", "spin_multiplicity": 1, "homo_energy_ev": -0.401, "orbital_gap_ev": 4.31, "total_charge": -2, "elements": ["O", "H", "O", "S", "O", "O", "H", "H", "H", "O", "O", "O", "O", "H", "O", "O", "Mg", "H", "O", "S"], "positions_angstrom": [[3.24, -0.14, 1.65], [-0.86, 2.79, -0.69], [-2.45, 0.28, -0.95], [-0.99, -0.96, 2.14], [0.21, -1.22, 2.93], [1.28, 0.10, 0.22], [0.45, -1.50, -1.79], [-2.56, -0.29, -1.72], [-3.32, 0.32, -0.53], [-0.87, -1.57, 0.76], [-0.08, -0.70, -1.91], [3.38, 1.00, -0.48], [-1.04, 0.50, 1.77], [0.26, -0.27, -2.70], [-2.22, -1.33, 2.82], [-0.26, 2.05, -0.54], [-0.59, 0.13, -0.10], [0.64, 2.38, -0.67], [3.02, -1.40, -0.46], [2.77, -0.14, 0.26]], "mulliken_charge": [-0.70, 0.22, -0.41, 1.23, -0.66, -0.13, 0.29, 0.29, 0.28, -0.70, -0.42, -0.84, -0.72, 0.24, -0.79, -0.40, 0.54, 0.31, -0.80, 1.18]}



<two>
{"formula": "H6MgO11S2", "method": "the ωB97M-V functional and the def2-TZVPD basis", "spin_multiplicity": 1, "homo_energy_ev": -1.242, "orbital_gap_ev": 5.73, "total_charge": -2, "elements": ["O", "O", "H", "H", "O", "S", "O", "O", "O", "O", "O", "H", "H", "O", "O", "H", "O", "S", "H", "Mg"], "positions_angstrom": [[-1.81, 1.06, 0.48], [-1.40, -1.80, 0.15], [-1.74, 1.80, -0.14], [-2.41, 1.32, 1.17], [0.92, -1.93, 0.12], [-0.28, -2.86, 0.11], [1.39, 2.21, -2.11], [3.29, 1.49, -0.73], [1.93, 3.41, -0.03], [-0.35, -3.73, 1.28], [0.00, -0.18, 2.27], [0.06, 0.28, -2.46], [-1.43, -0.19, -2.29], [-0.35, -3.63, -1.14], [1.00, 1.18, 0.03], [0.76, 0.08, 2.79], [-0.61, -0.02, -1.83], [1.95, 2.10, -0.73], [-0.75, -0.29, 2.86], [-0.18, -0.31, 0.20]], "mulliken_charge": [-0.47, -0.78, 0.27, 0.22, -0.72, 1.39, -0.82, -0.74, -0.75, -0.77, -0.40, 0.24, 0.21, -0.76, -0.26, 0.25, -0.41, 1.15, 0.22, 0.93]}



The most stable arrangement is <two>, and the next structure is 1.489 eV less stable.